{"formula": "C9H7N3O", "method": "ωB97M-V/def2-TZVPD", "symbols": ["C", "C", "C", "O", "C", "C", "N", "C", "N", "C", "C", "C", "N", "H", "H", "H", "H", "H", "H", "H"], "xyz": [[-3.38, 1.14, 0.34], [-2.65, 0.28, -0.28], [-1.93, -0.63, -0.84], [-0.55, -0.79, -0.79], [0.13, -0.01, 0.19], [-0.03, 1.43, 0.05], [-0.04, 2.60, -0.01], [-0.27, -0.56, 1.53], [-0.70, -1.18, 2.39], [1.60, -0.31, 0.02], [2.07, -1.68, -0.28], [2.38, 0.77, -0.09], [3.15, 1.69, -0.17], [-3.92, 0.84, 1.25], [-3.55, 2.18, 0.05], [-2.26, -1.65, -1.06], [2.02, -1.97, -1.42], [1.53, -2.54, 0.19], [3.13, -1.95, -0.01], [3.29, 2.35, -1.06]], "homo_lumo_gap_ev": 9.50, "charge": 0, "homo_ev": -9.126, "spin_multiplicity": 1, "energy_ha": -586.4530, "smiles": "C=C=COC(C#N)(C#N)C(C)=C=N"}


{"formula": "C9H7N5", "method": "ωB97M-V/def2-TZVPD", "symbols": ["C", "C", "C", "C", "C", "C", "C", "C", "C", "N", "N", "N", "N", "N", "H", "H", "H", "H", "H", "H", "H"], "xyz": [[1.23, -1.64, 0.00], [2.59, -1.62, 0.00], [0.80, 2.38, 0.04], [0.80, -0.29, 0.02], [-0.42, 0.42, 0.03], [1.97, 0.50, 0.03], [-2.24, -1.51, 0.07], [-3.22, 1.44, -0.06], [-1.67, -0.23, 0.04], [-0.38, 1.77, 0.04], [2.00, 1.84, 0.04], [-3.52, -1.04, 0.04], [3.04, -0.33, 0.02], [-2.96, 0.23, 0.01], [0.60, -2.51, -0.03], [3.28, -2.44, -0.02], [0.76, 3.46, 0.04], [-1.91, -2.53, 0.12], [-4.23, 1.81, -0.09], [-2.36, 2.11, -0.07], [4.00, -0.03, 0.03]], "homo_lumo_gap_ev": 7.02, "charge": 0, "homo_ev": -7.218, "spin_multiplicity": 1, "energy_ha": -620.8164}


{"formula": "C9H7NO", "method": "ωB97M-V/def2-TZVPD", "symbols": ["C", "C", "C", "C", "C", "C", "C", "C", "O", "N", "C", "H", "H", "H", "H", "H", "H", "H"], "xyz": [[3.23, -0.01, -0.02], [2.53, 1.22, 0.03], [1.10, 1.18, 0.12], [0.44, -0.08, -0.04], [-1.07, -0.13, 0.03], [-1.82, -1.19, 0.13], [-3.19, -0.60, 0.04], [-2.99, 0.69, -0.08], [-1.69, 1.09, -0.12], [1.12, -1.21, -0.05], [2.45, -1.18, -0.05], [4.16, -0.14, -0.05], [2.89, 2.17, 0.08], [0.66, 2.06, 0.42], [-1.51, -2.13, 0.14], [-4.12, -1.03, 0.16], [-3.71, 1.45, -0.22], [3.13, -2.10, -0.14]], "homo_lumo_gap_ev": 9.26, "charge": 0, "homo_ev": -8.500, "spin_multiplicity": 1, "energy_ha": -477.0718, "smiles": "c1ccc(-c2ccco2)nc1"}


{"formula": "C9H7NO", "method": "ωB97M-V/def2-TZVPD", "symbols": ["O", "C", "C", "C", "N", "C", "C", "C", "C", "C", "C", "H", "H", "H", "H", "H", "H", "H"], "xyz": [[2.64, -1.65, -0.21], [2.59, -0.47, -0.13], [1.39, 0.32, 0.13], [1.27, 1.71, 0.01], [0.03, 2.13, 0.15], [-0.83, 0.89, 0.04], [-2.19, 0.80, -0.19], [-2.67, -0.47, -0.27], [-1.90, -1.69, 0.06], [-0.62, -1.48, 0.34], [0.02, -0.19, 0.23], [3.48, 0.10, -0.41], [2.13, 2.40, -0.28], [-0.34, 3.13, 0.18], [-2.79, 1.71, -0.47], [-3.73, -0.70, -0.29], [-2.40, -2.67, -0.17], [-0.05, -2.35, 0.67]], "homo_lumo_gap_ev": 8.88, "charge": 0, "homo_ev": -8.229, "spin_multiplicity": 1, "energy_ha": -477.1070, "smiles": "O=Cc1c[nH]c2ccccc12"}


{"formula": "C9H7NO2", "method": "ωB97M-V/def2-TZVPD", "symbols": ["O", "C", "C", "C", "O", "C", "C", "C", "C", "C", "C", "N", "H", "H", "H", "H", "H", "H", "H"], "xyz": [[-3.33, -1.49, 0.34], [-2.38, -0.78, 0.13], [-2.17, 0.84, -0.11], [-0.92, 1.44, -0.14], [-0.93, 2.74, -0.07], [0.16, 0.56, 0.06], [1.40, 1.01, 0.37], [2.47, 0.22, 0.24], [2.40, -1.09, 0.01], [1.17, -1.60, -0.31], [-0.03, -0.80, -0.20], [-1.23, -1.49, 0.01], [-2.86, 1.54, -0.53], [-1.63, 3.25, -0.32], [1.58, 1.96, 0.63], [3.33, 0.80, 0.50], [3.28, -1.91, -0.32], [1.18, -2.68, -0.50], [-1.49, -2.51, 0.22]], "homo_lumo_gap_ev": 8.55, "charge": 0, "homo_ev": -8.321, "spin_multiplicity": 1, "energy_ha": -552.2966, "smiles": "O=c1cc(O)c2ccccc2[nH]1"}


{"formula": "C9H7OPS2", "method": "ωB97M-V/def2-TZVPD", "symbols": ["C", "C", "C", "C", "C", "C", "C", "C", "C", "O", "P", "S", "S", "H", "H", "H", "H", "H", "H", "H"], "xyz": [[-1.30, 2.54, -0.55], [-0.43, -2.74, -0.82], [-2.56, 2.81, 0.03], [-1.56, -3.45, -0.42], [-1.13, 1.18, -0.83], [-0.61, -1.40, -0.73], [-2.13, 0.36, -0.34], [-1.88, -1.09, -0.40], [2.00, 0.97, 0.67], [0.92, 0.14, -2.48], [0.34, 0.18, -1.14], [-3.45, 1.35, 0.29], [-2.88, -2.42, -0.07], [-0.55, 3.34, -0.54], [0.56, -3.28, -0.94], [-3.04, 3.70, -0.03], [-1.84, -4.48, -0.49], [2.75, 1.40, 0.08], [1.41, 1.62, 1.17], [2.52, 0.03, 1.05]], "homo_lumo_gap_ev": 7.74, "charge": 0, "homo_ev": -8.254, "spin_multiplicity": 1, "energy_ha": -1560.0249}


{"formula": "C9H8BNO4", "method": "ωB97M-V/def2-TZVPD", "symbols": ["C", "B", "O", "C", "C", "O", "C", "C", "C", "C", "C", "O", "N", "C", "O", "H", "H", "H", "H", "H", "H", "H", "H"], "xyz": [[-2.68, -1.26, -0.56], [-1.20, -1.15, -1.09], [-0.72, -2.06, -2.03], [-0.29, 0.04, -0.55], [-0.19, 1.26, -1.19], [-0.93, 1.46, -2.35], [0.61, 2.27, -0.70], [1.37, 2.12, 0.43], [1.28, 0.92, 1.08], [0.45, -0.09, 0.59], [0.57, -1.25, 1.57], [-0.21, -2.14, 1.75], [1.81, -1.03, 2.29], [1.98, 0.43, 2.33], [2.58, 1.03, 3.18], [-2.62, -1.64, 0.47], [-3.29, -1.94, -1.18], [-3.10, -0.25, -0.53], [-0.23, -2.77, -1.61], [-0.34, 1.23, -3.08], [0.64, 3.22, -1.22], [2.00, 2.91, 0.81], [2.51, -1.30, 1.59]], "homo_lumo_gap_ev": 9.68, "charge": 0, "homo_ev": -10.031, "spin_multiplicity": 1, "energy_ha": -728.3696, "smiles": "CB(O)c1c(O)ccc2c1C(=O)NC2=O"}


{"formula": "C9H8BrIO", "method": "ωB97M-V/def2-TZVPD", "symbols": ["C", "C", "C", "C", "C", "C", "C", "C", "C", "O", "Br", "I", "H", "H", "H", "H", "H", "H", "H", "H"], "xyz": [[-3.02, -0.32, -0.14], [-2.44, 0.88, 0.23], [-2.25, -1.46, -0.21], [-1.09, 0.94, 0.52], [-0.89, -1.41, 0.04], [-0.29, -0.19, 0.40], [1.10, -0.18, 0.80], [3.11, 2.26, 2.24], [1.93, -0.60, -1.41], [2.07, -0.41, 0.02], [2.22, 2.98, 0.79], [4.57, 0.88, 1.73], [-4.08, -0.37, -0.36], [-3.04, 1.78, 0.29], [-2.70, -2.41, -0.48], [-0.64, 1.88, 0.82], [-0.29, -2.30, -0.02], [2.93, -0.81, -1.79], [1.53, 0.30, -1.86], [1.26, -1.44, -1.62]], "homo_lumo_gap_ev": 6.56, "charge": 0, "homo_ev": -7.621, "spin_multiplicity": 1, "energy_ha": -3294.4580}


Q: charge of number 4 (C9H7NO)?
A: 0